H6IO3 | ωB97M-V/def2-TZVPD

Structure (XYZ):
```
10
Properties=species:S:1:pos:R:3:forces:R:3:lowdin_charge:R:1
H -0.998 1.154 1.251 -1.2 -0.1 1.5 -0.16
O -1.777 1.029 1.899 -0.1 -0.6 -3.3 -0.16
O -1.237 -0.815 -1.761 -3.1 1.4 -2.7 -0.15
I 0.886 1.727 -0.185 0.1 0.1 -0.1 -0.11
H 2.209 -2.155 0.027 -2.6 -2.4 1.0 -0.05
O 2.613 -1.373 -0.165 2.3 5.0 -1.1 -0.14
H 2.123 -0.466 -0.100 0.3 -2.6 0.1 -0.12
H -1.513 1.242 2.754 1.1 0.6 2.0 -0.04
H -0.565 -0.266 -1.420 1.8 1.0 1.2 -0.15
H -1.741 -0.077 -2.301 1.3 -2.4 1.6 0.09
```
Positions in Å, forces in eV/Å.

The charge is -1. The HOMO energy comes out at -4.6 eV. Its energy above the lowest of the compared OMol25 structures with the same formula, charge and spin is 18.8 kcal/mol. The HOMO-LUMO gap comes out at 8.2 eV. The calculation puts the LUMO energy at 3.628 eV.

---

H6N2 | ωB97M-V/def2-TZVPD

Structure (XYZ):
```
8
Properties=species:S:1:pos:R:3:forces:R:3:lowdin_charge:R:1
H -0.050 -2.448 -3.777 0.0 0.7 3.7 -0.06
N 0.021 2.257 4.617 -2.3 2.7 1.6 -0.02
H 0.100 2.359 5.657 0.6 -0.7 -1.6 0.02
H 0.287 -1.711 -5.207 -0.8 -1.3 0.7 0.04
H 0.772 1.868 4.103 0.9 0.0 0.0 -0.03
H -0.241 3.245 4.326 0.8 -2.0 0.0 0.03
N -0.003 -2.583 -4.709 0.6 0.0 -4.0 0.02
H -0.886 -2.988 -5.010 0.3 0.5 -0.3 0.01
```
Positions in Å, forces in eV/Å.

The SMILES is N.N. The HOMO energy comes out at -9.8 eV. Its energy above the lowest of the compared OMol25 structures with the same formula, charge and spin is 11.8 kcal/mol. The HOMO-LUMO gap comes out at 11.1 eV. The calculation puts the LUMO energy at 1.290 eV.

---

H6N2Si | ωB97M-V/def2-TZVPD

Structure (XYZ):
```
9
Properties=species:S:1:pos:R:3:forces:R:3:lowdin_charge:R:1
H -1.007 1.153 -0.176 1.4 -0.5 0.5 -0.03
H 1.041 0.290 1.528 0.5 -0.1 0.8 0.06
H 2.616 -1.296 -0.197 1.2 -0.8 0.9 -0.16
N -0.480 1.055 0.719 0.1 0.4 -0.3 -0.08
Si 1.434 -0.632 -0.506 -1.0 0.3 -2.2 0.65
N 0.603 0.270 0.635 -1.5 0.8 -0.1 -0.40
H 0.773 -1.008 -1.777 -0.1 0.2 0.4 -0.12
H -2.486 -0.214 -0.381 -0.3 1.2 1.1 0.05
H -2.494 0.382 0.155 -0.4 -1.7 -1.2 0.03
```
Positions in Å, forces in eV/Å.

The HOMO energy (alpha / beta) comes out at -6.8 / -7.9 eV. Its energy above the lowest of the compared OMol25 structures with the same formula, charge and spin is 78.3 kcal/mol. The HOMO-LUMO gap (alpha / beta) comes out at 7.3 / 7.9 eV. The calculation puts the LUMO energy (alpha / beta) at 0.506 / 0.051 eV.

---

H6N3O2P | ωB97M-V/def2-TZVPD

Structure (XYZ):
```
12
Properties=species:S:1:pos:R:3:forces:R:3:lowdin_charge:R:1
N 1.171 1.682 1.787 -0.4 -1.7 2.5 -0.04
N 0.064 -1.500 0.127 -1.3 0.9 -0.7 -0.07
N 0.863 1.344 0.660 0.1 2.6 -2.1 -0.09
H 0.147 2.008 0.189 -0.2 -1.5 1.2 0.08
H 0.440 2.140 2.409 0.6 0.9 -1.5 0.08
H 1.045 -1.626 0.106 0.8 0.0 -0.1 0.03
O -1.838 0.245 -0.168 -1.0 1.6 0.8 -0.34
P -0.772 -0.424 -0.879 -2.5 -6.0 1.6 0.45
H -2.408 -1.366 -2.062 0.5 0.1 0.2 0.07
O -1.437 -1.421 -2.031 0.4 0.8 0.5 -0.23
H 0.041 0.184 -1.640 2.8 2.0 -1.9 0.00
H -0.378 -1.739 1.014 0.2 0.3 -0.5 0.06
```
Positions in Å, forces in eV/Å.

The SMILES is N[P@H](=O)O.[H]/N=N\[H]. The HOMO energy comes out at -9.1 eV. Its energy above the lowest of the compared OMol25 structures with the same formula, charge and spin is 19.3 kcal/mol. The HOMO-LUMO gap comes out at 9.5 eV. The calculation puts the LUMO energy at 0.360 eV.

---

H6O3 | ωB97M-V/def2-TZVPD

Structure (XYZ):
```
9
Properties=species:S:1:pos:R:3:forces:R:3:lowdin_charge:R:1
O 3.794 2.164 -5.163 -0.6 0.7 -0.6 -0.05
O -2.952 -2.103 1.972 1.2 0.7 0.0 -0.07
H 3.774 1.263 -5.483 0.3 -0.2 0.4 0.03
O -0.957 0.120 3.138 1.5 0.2 0.7 -0.07
H -1.778 -0.359 3.017 0.0 -0.1 1.1 -0.01
H -2.732 -2.912 1.487 0.0 0.3 0.1 0.04
H 4.342 2.264 -4.390 0.3 -0.5 0.2 0.02
H -0.415 -0.170 3.930 -1.6 0.1 -1.5 0.08
H -2.115 -1.568 1.966 -1.1 -1.1 -0.4 0.03
```
Positions in Å, forces in eV/Å.

The SMILES is O.O.O. The HOMO energy comes out at -11.6 eV. Its energy above the lowest of the compared OMol25 structures with the same formula, charge and spin is 20.2 kcal/mol. The HOMO-LUMO gap comes out at 12.4 eV. The calculation puts the LUMO energy at 0.783 eV.

---

H6O3 | ωB97M-V/def2-TZVPD

Structure (XYZ):
```
9
Properties=species:S:1:pos:R:3:forces:R:3:lowdin_charge:R:1
H -0.653 1.825 0.769 0.6 -0.4 -2.4 0.10
H 1.088 0.585 -0.169 0.3 -0.5 -0.1 0.01
O 1.538 -0.268 0.067 1.6 -1.1 -2.4 -0.14
O -1.090 -1.046 -0.177 0.4 -0.9 0.9 -0.08
H -0.115 -1.195 -0.057 -0.6 0.4 -0.2 0.04
H 2.085 -0.620 -0.750 -1.7 1.5 2.5 0.12
H -0.928 0.612 -0.142 0.6 1.0 -0.5 0.01
H -1.461 -1.407 0.648 0.0 0.2 -0.5 0.07
O -0.464 1.512 -0.188 -1.2 -0.1 2.8 -0.14
```
Positions in Å, forces in eV/Å.

The SMILES is O.O.O. The HOMO energy comes out at -11.3 eV. Its energy above the lowest of the compared OMol25 structures with the same formula, charge and spin is 8.8 kcal/mol. The HOMO-LUMO gap comes out at 12.0 eV. The calculation puts the LUMO energy at 0.756 eV.

---

H6O3 | ωB97M-V/def2-TZVPD

Structure (XYZ):
```
9
Properties=species:S:1:pos:R:3:forces:R:3:lowdin_charge:R:1
H -0.065 -0.528 0.571 -0.5 0.1 -0.1 0.01
H -0.869 -1.048 -2.492 0.0 0.1 0.1 0.03
H 1.766 0.445 2.049 -0.1 0.1 -0.1 0.05
O -0.373 -0.235 -2.633 0.0 0.1 -0.1 -0.07
H -1.502 -0.799 1.031 0.0 0.1 -0.1 0.04
O 1.120 0.876 1.476 0.3 -0.1 0.2 -0.05
H 1.319 1.816 1.542 -0.1 -0.1 -0.1 0.05
O -0.954 -0.748 0.242 0.3 -0.1 0.1 -0.07
H -0.442 0.222 -1.787 -0.1 -0.2 0.0 0.01
```
Positions in Å, forces in eV/Å.

The SMILES is O.O.O. The HOMO energy comes out at -10.8 eV. Its energy above the lowest of the compared OMol25 structures with the same formula, charge and spin is 8.5 kcal/mol. The HOMO-LUMO gap comes out at 11.2 eV. The calculation puts the LUMO energy at 0.413 eV.

---

H6O3 | ωB97M-V/def2-TZVPD

Structure (XYZ):
```
9
Properties=species:S:1:pos:R:3:forces:R:3:lowdin_charge:R:1
H 2.195 6.691 3.404 0.2 -0.1 -0.3 0.04
H 2.481 1.556 -1.140 0.0 0.0 0.0 0.03
O 1.616 1.346 -0.773 -0.2 0.2 -0.2 -0.07
O -4.344 -7.589 -1.550 0.0 -0.4 -0.2 -0.07
H -3.854 -8.397 -1.350 0.0 0.2 0.1 0.03
H -4.868 -7.836 -2.323 0.0 0.2 0.1 0.03
H 3.041 5.772 2.502 -0.1 0.1 0.1 0.03
O 2.743 6.683 2.605 -0.1 0.0 0.2 -0.07
H 0.991 1.775 -1.375 0.2 -0.2 0.2 0.04
```
Positions in Å, forces in eV/Å.

The SMILES is O.O.O. The HOMO energy comes out at -11.6 eV. Its energy above the lowest of the compared OMol25 structures with the same formula, charge and spin is 15.2 kcal/mol. The HOMO-LUMO gap comes out at 12.5 eV. The calculation puts the LUMO energy at 0.886 eV.

---

H6O3 | ωB97M-V/def2-TZVPD

Structure (XYZ):
```
9
Properties=species:S:1:pos:R:3:forces:R:3:lowdin_charge:R:1
H -3.288 0.186 0.772 0.9 -0.5 -1.5 0.07
O 1.636 -0.836 -0.001 -0.6 -7.8 0.4 -0.15
H 0.731 0.779 0.614 -2.5 -0.9 2.7 -0.03
O -2.929 -0.145 -0.100 -1.3 0.1 1.3 -0.07
H 0.858 1.433 -0.694 0.7 0.0 0.7 0.08
H 0.788 -1.331 0.341 2.6 0.6 -1.1 0.11
H 2.276 -1.533 -0.300 -1.0 0.1 0.6 0.07
O 1.378 1.018 0.034 0.6 8.0 -3.3 -0.08
H -2.036 0.165 -0.191 0.5 0.3 0.2 0.00
```
Positions in Å, forces in eV/Å.

The SMILES is O.O.O. The HOMO energy comes out at -9.2 eV. Its energy above the lowest of the compared OMol25 structures with the same formula, charge and spin is 72.9 kcal/mol. The HOMO-LUMO gap comes out at 9.5 eV. The calculation puts the LUMO energy at 0.308 eV.

---

H6O3 | ωB97M-V/def2-TZVPD

Structure (XYZ):
```
9
Properties=species:S:1:pos:R:3:forces:R:3:lowdin_charge:R:1
H -0.680 0.101 0.041 0.1 0.0 0.0 0.03
O -1.505 2.841 1.356 0.0 0.0 0.1 -0.06
O 1.757 -2.727 -0.867 0.0 0.1 -0.1 -0.07
H -2.052 2.063 1.213 0.0 0.1 0.0 0.02
H -0.422 -0.499 -1.338 0.0 0.0 0.1 0.03
H 2.615 -3.161 -0.886 0.0 0.0 0.0 0.03
H 1.939 -1.804 -1.080 0.0 0.0 0.1 0.02
O -0.139 0.207 -0.747 0.0 -0.1 -0.1 -0.05
H -1.514 2.979 2.309 0.0 0.0 0.0 0.03
```
Positions in Å, forces in eV/Å.

The SMILES is O.O.O. The HOMO energy comes out at -11.5 eV. Its energy above the lowest of the compared OMol25 structures with the same formula, charge and spin is 14.1 kcal/mol. The HOMO-LUMO gap comes out at 12.2 eV. The calculation puts the LUMO energy at 0.668 eV.